Record 1
The following is a DFT calculation (ωB97M-V/def2-TZVPD) of an isolated ion of composition C24H34N3O5 and charge +1.

Properties
Lowest unoccupied orbital energy (eV): -1.854
Structure (SMILES): COc1ccc(NC(=O)COc2ccc(C[NH2+]CCCN3CCOCC3)cc2OC)cc1
Energy above the lowest of the compared OMol25 structures with the same formula, charge and spin (kcal per mole): 11.4
HOMO energy (hartree): -0.400
Net charge: +1
Calculated total energy (eV): -40141.049

Each atom is followed by the atoms it is bonded to, with distances in Å.
Atoms and positions in Å:
1 C -1.61439 -4.51887 -0.38889  O2 1.413, H33 1.094, H34 1.088, H35 1.093
2 O -1.54674 -3.29284 0.31039  C1 1.413, C3 1.357
3 C -0.32697 -2.77809 0.60918  O2 1.357, C4 1.397, C32 1.392
4 C -0.33399 -1.62481 1.39758  C3 1.397, C5 1.382, H36 1.079
5 C 0.84019 -0.97425 1.72730  C4 1.382, C6 1.392, H37 1.077
6 C 2.05577 -1.45724 1.25117  C5 1.392, N7 1.403, C31 1.391
7 N 3.26226 -0.77017 1.44993  C6 1.403, C8 1.357, H38 1.012
8 C 3.39938 0.56231 1.66698  N7 1.357, O9 1.214, C10 1.535
9 O 2.49824 1.29945 2.01160  C8 1.214
10 C 4.79296 1.08258 1.28910  C8 1.535, O11 1.428, H39 1.092, H40 1.095
11 O 4.99020 0.86674 -0.10888  C10 1.428, C12 1.389
12 C 3.81277 1.09071 -0.81026  O11 1.389, C13 1.388, C28 1.406
13 C 3.18141 2.32537 -0.75030  C12 1.388, C14 1.380, H41 1.078
14 C 1.85832 2.46296 -1.11640  C13 1.380, C15 1.389, H42 1.078
15 C 1.13929 1.34401 -1.51758  C14 1.389, C16 1.502, C27 1.385
16 C -0.36178 1.37601 -1.57073  C15 1.502, N17 1.485, H43 1.091, H44 1.092
17 N -0.90523 1.09909 -0.21641  C16 1.485, C18 1.484, H45 1.032, H46 1.132
18 C -0.64692 2.15549 0.79279  N17 1.484, C19 1.526, H47 1.093, H48 1.091
19 C -1.69996 2.06112 1.89353  C18 1.526, C20 1.532, H49 1.089, H50 1.090
20 C -3.10816 2.28137 1.33141  C19 1.532, N21 1.471, H51 1.093, H52 1.096
21 N -3.43230 1.25853 0.32446  C20 1.471, C22 1.465, C26 1.466
22 C -4.33699 1.72713 -0.72869  N21 1.465, C23 1.533, H53 1.092, H54 1.097
23 C -4.48683 0.62069 -1.77846  C22 1.533, O24 1.403, H55 1.090, H56 1.103
24 O -4.98174 -0.56388 -1.21168  C23 1.403, C25 1.406
25 C -4.15310 -1.02235 -0.17282  O24 1.406, C26 1.530, H57 1.090, H58 1.102
26 C -3.99672 0.04155 0.91593  N21 1.466, C25 1.530, H59 1.090, H60 1.098
27 C 1.80836 0.15050 -1.73411  C15 1.385, C28 1.392, H61 1.079
28 C 3.16262 0.01526 -1.43980  C12 1.406, C27 1.392, O29 1.353
29 O 3.71384 -1.19228 -1.69929  C28 1.353, C30 1.418
30 C 5.12284 -1.30154 -1.81655  O29 1.418, H62 1.091, H63 1.092, H64 1.090
31 C 2.06992 -2.63466 0.51030  C6 1.391, C32 1.382, H65 1.079
32 C 0.89697 -3.29129 0.18912  C3 1.392, C31 1.382, H66 1.077
33 H -1.18236 -4.43252 -1.39007  C1 1.094
34 H -2.67455 -4.74908 -0.47248  C1 1.088
35 H -1.11175 -5.31856 0.16053  C1 1.093
36 H -1.28316 -1.29259 1.78948  C4 1.079
37 H 0.82494 -0.10501 2.36250  C5 1.077
38 H 4.08345 -1.26920 1.13265  N7 1.012
39 H 5.59117 0.53978 1.80006  C10 1.092
40 H 4.85571 2.14565 1.54334  C10 1.095
41 H 3.71766 3.16408 -0.33635  C13 1.078
42 H 1.38164 3.42609 -1.03300  C14 1.078
43 H -0.72851 2.35199 -1.89364  C16 1.091
44 H -0.73960 0.60957 -2.24990  C16 1.092
45 H -0.51037 0.21136 0.13291  N17 1.032
46 H -2.03481 1.02348 -0.18708  N17 1.132
47 H 0.36262 2.06057 1.19969  C18 1.093
48 H -0.73098 3.12423 0.29760  C18 1.091
49 H -1.49598 2.82572 2.64160  C19 1.089
50 H -1.63418 1.09389 2.39132  C19 1.090
51 H -3.14885 3.26100 0.84949  C20 1.093
52 H -3.84428 2.28115 2.14303  C20 1.096
53 H -3.92119 2.62216 -1.19550  C22 1.092
54 H -5.32447 1.96831 -0.31584  C22 1.097
55 H -5.20459 0.91910 -2.54283  C23 1.090
56 H -3.51027 0.43254 -2.25576  C23 1.103
57 H -4.63291 -1.91203 0.23445  C25 1.090
58 H -3.16305 -1.30195 -0.56680  C25 1.102
59 H -3.33782 -0.32732 1.70201  C26 1.090
60 H -4.98026 0.25321 1.35525  C26 1.098
61 H 1.29252 -0.72267 -2.10241  C27 1.079
62 H 5.55040 -0.42231 -2.29997  C30 1.091
63 H 5.60517 -1.43761 -0.84589  C30 1.092
64 H 5.29810 -2.18225 -2.43354  C30 1.090
65 H 3.00777 -3.04006 0.16360  C31 1.079
66 H 0.94925 -4.19931 -0.38834  C32 1.077

These are the natural (NBO) partial charges, in e, on atoms 1 to 8:
1. C -0.257
2. O -0.500
3. C 0.281
4. C -0.246
5. C -0.252
6. C 0.116
7. N -0.598
8. C 0.666

***

Record 2
The following is a DFT calculation (ωB97M-V/def2-TZVPD) of one molecule with the formula C24H34N4O4S.

Properties
Lowest unoccupied orbital energy (eV): 0.486
Structure (SMILES): CCN(CC)S(=O)(=O)c1cc(NC(=O)[C@H](C)Nc2ccccc2N2CCOCC2)ccc1C
Energy above the lowest of the compared OMol25 structures with the same formula, charge and spin (kcal per mole): 21.2
HOMO energy (hartree): -0.304
Calculated total energy (eV): -50425.736

Each atom is followed by the atoms it is bonded to, with distances in Å.
Atoms and positions in Å:
1 C -3.32695 -0.02634 0.11898  C2 1.527, H34 1.087, H35 1.087, H36 1.087
2 C -3.75055 1.44038 0.09888  C1 1.527, N3 1.445, H37 1.099, H38 1.091
3 N -2.67348 2.32824 -0.27413  C2 1.445, C4 1.449, S6 1.672
4 C -2.31639 2.43646 -1.67422  N3 1.449, C5 1.527, H39 1.093, H40 1.094
5 C -0.97062 1.78974 -1.99626  C4 1.527, H41 1.087, H42 1.087, H43 1.087
6 S -2.39853 3.68289 0.66660  N3 1.672, O7 1.437, O8 1.437, C9 1.799
7 O -3.36087 3.71172 1.73374  S6 1.437
8 O -2.30353 4.83654 -0.18493  S6 1.437
9 C -0.78535 3.37788 1.40166  S6 1.799, C10 1.376, C32 1.390
10 C -0.25490 2.11078 1.32235  C9 1.376, C11 1.393, H44 1.078
11 C 0.99810 1.83745 1.86643  C10 1.393, N12 1.395, C30 1.391
12 N 1.48211 0.53454 1.75136  C11 1.395, C13 1.359, H45 1.013
13 C 2.76423 0.09098 1.83884  N12 1.359, O14 1.209, C15 1.540
14 O 3.71267 0.75198 2.19264  C13 1.209
15 C 2.87568 -1.40817 1.50241  C13 1.540, C16 1.530, N17 1.453, H46 1.099
16 C 4.27471 -1.75371 0.98711  C15 1.530, H47 1.088, H48 1.087, H49 1.086
17 N 1.79031 -1.84277 0.64016  C15 1.453, C18 1.395, H50 1.014
18 C 1.68550 -1.43081 -0.68862  N17 1.395, C19 1.391, C23 1.410
19 C 2.26980 -0.27047 -1.18475  C18 1.391, C20 1.384, H51 1.079
20 C 2.09843 0.09389 -2.50900  C19 1.384, C21 1.381, H52 1.079
21 C 1.34455 -0.69323 -3.35771  C20 1.381, C22 1.386, H53 1.079
22 C 0.73841 -1.84079 -2.87240  C21 1.386, C23 1.385, H54 1.079
23 C 0.88784 -2.21465 -1.54699  C18 1.410, C22 1.385, N24 1.420
24 N 0.31000 -3.38775 -0.99252  C23 1.420, C25 1.457, C29 1.452
25 C -0.88327 -3.15914 -0.18839  N24 1.457, C26 1.530, H55 1.091, H56 1.103
26 C -1.18142 -4.42972 0.61029  C25 1.530, O27 1.407, H57 1.091, H58 1.102
27 O -1.35564 -5.53973 -0.23719  C26 1.407, C28 1.409
28 C -0.21860 -5.73764 -1.04569  O27 1.409, C29 1.531, H59 1.091, H60 1.101
29 C 0.07847 -4.50007 -1.89600  N24 1.452, C28 1.531, H61 1.091, H62 1.102
30 C 1.69990 2.86217 2.49350  C11 1.391, C31 1.383, H63 1.077
31 C 1.13649 4.12163 2.58562  C30 1.383, C32 1.392, H64 1.080
32 C -0.11738 4.40858 2.05294  C9 1.390, C31 1.392, C33 1.492
33 C -0.73616 5.76040 2.17602  C32 1.492, H65 1.087, H66 1.089, H67 1.089
34 H -2.53854 -0.19042 0.84939  C1 1.087
35 H -4.17900 -0.64442 0.38975  C1 1.087
36 H -2.97031 -0.33668 -0.86019  C1 1.087
37 H -4.59818 1.56452 -0.58888  C2 1.099
38 H -4.07090 1.75345 1.09330  C2 1.091
39 H -2.27012 3.50097 -1.91815  C4 1.093
40 H -3.10496 1.97743 -2.27799  C4 1.094
41 H -0.76795 1.88791 -3.05951  C5 1.087
42 H -0.96541 0.73181 -1.74495  C5 1.087
43 H -0.17138 2.27999 -1.44708  C5 1.087
44 H -0.81596 1.33716 0.82378  C10 1.078
45 H 0.82832 -0.13777 1.36726  N12 1.013
46 H 2.72527 -1.91945 2.46407  C15 1.099
47 H 4.42993 -2.82997 1.00260  C16 1.088
48 H 4.40379 -1.39706 -0.03142  C16 1.087
49 H 5.01588 -1.27463 1.62032  C16 1.086
50 H 1.60319 -2.83759 0.70328  N17 1.014
51 H 2.87826 0.34897 -0.54449  C19 1.079
52 H 2.56742 0.99421 -2.87502  C20 1.079
53 H 1.21928 -0.41708 -4.39330  C21 1.079
54 H 0.14228 -2.44767 -3.53668  C22 1.079
55 H -0.71402 -2.32271 0.49078  C25 1.091
56 H -1.75156 -2.92606 -0.82736  C25 1.103
57 H -2.11068 -4.32381 1.17224  C26 1.091
58 H -0.35271 -4.62222 1.31040  C26 1.102
59 H -0.43985 -6.59827 -1.67837  C28 1.091
60 H 0.65475 -5.96326 -0.41450  C28 1.101
61 H 0.97428 -4.66455 -2.49703  C29 1.091
62 H -0.78109 -4.32460 -2.56327  C29 1.102
63 H 2.67769 2.66510 2.90091  C30 1.077
64 H 1.68390 4.90502 3.08827  C31 1.080
65 H -0.14442 6.40258 2.82349  C33 1.087
66 H -0.82570 6.22054 1.19336  C33 1.089
67 H -1.74506 5.66730 2.57427  C33 1.089

These are the natural (NBO) partial charges, in e, on atoms 1 to 8:
1. C -0.615
2. C -0.216
3. N -0.707
4. C -0.232
5. C -0.616
6. S 2.316
7. O -0.943
8. O -0.943

***

Record 3
The following is a DFT calculation (ωB97M-V/def2-TZVPD) of a 2-piece molecular cluster, C24H34N5O4S2 overall.

Properties
Lowest unoccupied orbital energy (eV): -4.608
Energy above the lowest of the compared OMol25 structures with the same formula, charge and spin (kcal per mole): 547.5
HOMO energy (hartree): -0.369
Net charge: +1
Calculated total energy (eV): -62718.062

Each atom is followed by the atoms it is bonded to, with distances in Å.
Atoms and positions in Å:
1 C 0.63274 3.68986 -1.44503  C2 1.653, H31 1.171, H32 1.185, H33 1.193
2 C -0.94999 4.11522 -1.66122  C1 1.653, N3 1.400, C4 1.655
3 N -1.28863 4.91450 -2.75984  C2 1.400, H34 1.063
4 C -2.19057 3.66204 -0.66416  C2 1.655, C5 1.642, H35 1.193, H36 1.170
5 C -2.69604 2.17042 -1.12743  C4 1.642, C6 1.673, C30 1.673
6 C -2.08454 0.73583 -0.52271  C5 1.673, C7 1.650, C9 1.673
7 C -0.93325 0.87746 0.65050  C6 1.650, N8 1.543, H37 1.189, H38 1.189
8 N -1.51934 1.57845 1.89429  C7 1.543, H39 1.059, H40 1.063
9 C -2.63482 -0.73453 -1.09973  C6 1.673, C10 1.648, C21 1.673
10 C -2.02999 -2.17419 -0.57222  C9 1.648, C11 1.671, H41 1.170, H42 1.193
11 C -0.41718 -2.38429 -0.95389  C10 1.671, C12 1.661, O13 1.471, H43 1.170
12 C -0.16540 -2.50130 -2.59150  C11 1.661, H44 1.170, H45 1.189, H46 1.194
13 O 0.11392 -3.61921 -0.35585  C11 1.471, C14 1.471
14 C 1.19189 -3.35739 0.61027  O13 1.471, C15 1.666, H47 1.194, H48 1.180
15 C 2.54283 -2.65988 -0.06972  C14 1.666, C16 1.640, C20 1.669
16 C 3.21269 -3.12434 -1.49271  C15 1.640, C17 1.668, H49 1.185
17 C 4.53747 -2.27730 -2.04819  C16 1.668, C18 1.660, H50 1.192
18 C 5.13493 -0.99055 -1.18631  C17 1.660, C19 1.640, H51 1.174
19 C 4.47800 -0.54522 0.24907  C18 1.640, C20 1.640, H52 1.190
20 C 3.17671 -1.38131 0.79511  C15 1.669, C19 1.640, H53 1.191
21 C -3.84425 -0.74558 -2.25497  C9 1.673, S22 1.883, C26 1.646
22 S -4.61150 -2.31129 -2.96490  C21 1.883, C23 1.911, O24 1.547, O25 1.569
23 C -5.33490 -3.25625 -1.46978  S22 1.911, H54 1.192, H55 1.192, H56 1.171
24 O -3.64001 -3.19171 -3.78648  S22 1.547
25 O -5.84712 -2.02822 -3.88910  S22 1.569
26 C -4.42024 0.68667 -2.82478  C21 1.646, N27 1.514, C30 1.639
27 N -5.45908 1.01858 -3.87462  C26 1.514, S28 1.779
28 S -5.72131 2.76203 -4.11155  N27 1.779, N29 1.779
29 N -4.54230 3.38952 -2.93678  S28 1.779, C30 1.543
30 C -3.89658 2.14558 -2.29188  C5 1.673, C26 1.639, N29 1.543
31 H 0.89496 3.77150 -0.30633  C1 1.171
32 H 0.86130 2.60754 -1.86944  C1 1.185
33 H 1.26505 4.53356 -2.00417  C1 1.193
34 H -0.40184 5.15762 -3.29319  N3 1.063
35 H -3.09350 4.40506 -0.89944  C4 1.193
36 H -1.91248 3.76393 0.46770  C4 1.170
37 H -0.54230 -0.16889 1.05843  C7 1.189
38 H -0.04632 1.58326 0.29267  C7 1.189
39 H -2.12927 0.83318 2.33516  N8 1.059
40 H -0.68324 1.63310 2.54834  N8 1.063
41 H -2.24090 -2.24284 0.57674  C10 1.170
42 H -2.57485 -3.11443 -1.06480  C10 1.193
43 H 0.11540 -1.39823 -0.61680  C11 1.170
44 H -1.13934 -2.73466 -3.19657  C12 1.170
45 H 0.57046 -3.42023 -2.76150  C12 1.189
46 H 0.42670 -1.55070 -3.00505  C12 1.194
47 H 1.53175 -4.42301 1.02718  C14 1.194
48 H 0.79734 -2.76875 1.55369  C14 1.180
49 H 2.75411 -4.03497 -2.09700  C16 1.185
50 H 5.03514 -2.56963 -3.09169  C17 1.192
51 H 6.04869 -0.42790 -1.66153  C18 1.174
52 H 4.86232 0.35510 0.92485  C19 1.190
53 H 2.66962 -1.07186 1.82752  C20 1.191
54 H -4.71211 -4.25698 -1.28993  C23 1.192
55 H -5.26873 -2.55725 -0.50661  C23 1.192
56 H -6.42729 -3.59058 -1.72863  C23 1.171
57 C 1.88095 1.50200 5.97877  C58 1.497, H62 1.094, H63 1.092, H64 1.093
58 C 2.47649 1.42330 4.60740  C57 1.497, O59 1.214, N60 1.416
59 O 1.89612 1.08099 3.59727  C58 1.214
60 N 3.81785 1.81683 4.38041  C58 1.416, C61 1.483, H65 1.021, H66 1.026
61 C 4.67802 0.70972 3.89718  N60 1.483, H67 1.093, H68 1.093, H69 1.094
62 H 0.80513 1.31407 5.92073  C57 1.094
63 H 2.34345 0.75215 6.62424  C57 1.092
64 H 2.04012 2.50184 6.39185  C57 1.093
65 H 4.20707 2.28555 5.19941  N60 1.021
66 H 3.73606 2.45582 3.58224  N60 1.026
67 H 4.70231 -0.07135 4.66160  C61 1.093
68 H 5.67892 1.12120 3.74495  C61 1.093
69 H 4.28271 0.33132 2.95045  C61 1.094

These are the natural (NBO) partial charges, in e, on atoms 1 to 8:
1. C -0.708
2. C 0.302
3. N -0.598
4. C -0.536
5. C 0.102
6. C -0.081
7. C -0.270
8. N -0.828

***

> Which value of lowest unoccupied orbital energy does entry 2 give?

0.486 eV

***

> Look up the lowest unoccupied orbital energy of the third one.

-4.608 eV

***

> The lowest calculated total energy belongs to which entry?

C24H34N5O4S2

***

> Which value of energy above the lowest of the compared OMol25 structures with the same formula, charge and spin does entry 2 give?

21.2 kcal per mole